C4H6O2 | ωB97M-V/def2-TZVPD

Last column: Löwdin charge in e.
Element x y z (Å)
O 2.4237 -0.2586 0.0744  0.0517
C 1.2612 -0.2140 -0.2476  -0.2449
C 0.1881 0.5375 0.4589  -0.1756
C -0.8272 1.2045 -0.4607  -0.0416
C -1.2505 0.0668 0.3885  -0.3442
O -1.4957 -1.1642 -0.2122  -0.0197
H 0.9205 -0.8110 -1.0958  0.1247
H 0.5330 1.0208 1.3859  0.1488
H -1.1906 2.2113 -0.2784  0.1103
H -0.6704 1.0034 -1.5131  0.1151
H -1.8798 0.2265 1.2762  0.1531
H -1.3659 -1.8374 0.4927  0.1224

E_tot: -8338.69344 eV
SMILES: O=C[C@H]1C[C@H]1O
multiplicity: 1
frontier orbital gap: 10.43 eV
relative energy (zero: lowest compared OMol25 entry of this formula, charge and spin): 1.768 eV
E_HOMO: -9.72 eV